1.
Formula: C51H45MoN6O11
Source: OMol25
Level of theory: ωB97M-V with the def2-TZVPD basis set

Computed properties:
- highest occupied orbital energy (Eh) = -0.5756
- orbital gap (Ha) = 0.21599
- charge = +3
- E_LUMO (eV) = -9.79

Cartesian coordinates (Å):
1 Mo -0.361 -0.235 0.022
2 O -0.011 -0.873 1.694
3 C 0.777 -1.806 2.488
4 C 1.636 -2.428 1.368
5 C 2.451 -1.403 0.599
6 C 3.857 -1.550 0.623
7 C 4.609 -0.835 -0.267
8 C 4.022 0.131 -1.068
9 C 2.682 0.340 -0.998
10 C 2.125 1.484 -1.791
11 C 2.731 2.889 -1.458
12 O 0.023 1.334 0.169
13 C 2.619 3.965 -2.373
14 C 2.008 3.760 -3.657
15 C 2.123 4.713 -4.622
16 C 2.733 5.927 -4.312
17 C 3.111 6.214 -3.042
18 C 3.099 5.237 -2.048
19 C 3.553 3.005 -0.247
20 C 3.118 2.553 1.012
21 C 3.924 2.644 2.088
22 C 5.206 3.254 1.888
23 C 5.704 3.556 0.649
24 C 4.852 3.442 -0.428
25 N 1.904 -0.456 -0.231
26 C 1.510 -0.982 3.513
27 C 2.485 -1.600 4.305
28 C 3.130 -0.849 5.292
29 C 2.660 0.398 5.556
30 C 1.660 0.990 4.788
31 C 1.115 0.330 3.757
32 C -0.276 -2.740 3.146
33 C -0.141 -4.113 3.188
34 C -1.113 -4.812 3.942
35 C -2.104 -4.128 4.680
36 C -2.118 -2.761 4.702
37 C -1.150 -2.081 3.989
38 H 2.350 -3.115 1.861
39 H 1.077 -3.067 0.707
40 H 4.267 -2.279 1.285
41 H 5.696 -0.853 -0.241
42 H 4.668 0.752 -1.679
43 H 2.275 1.291 -2.856
44 H 1.070 1.567 -1.695
45 H 1.644 2.810 -4.045
46 H 1.914 4.475 -5.706
47 H 2.908 6.644 -5.089
48 H 3.437 7.196 -2.837
49 H 3.477 5.583 -1.097
50 H 2.108 2.184 1.236
51 H 3.608 2.419 3.068
52 H 5.795 3.353 2.780
53 H 6.725 4.009 0.506
54 H 5.230 3.752 -1.440
55 H 2.682 -2.661 4.175
56 H 3.866 -1.375 5.940
57 H 2.983 0.943 6.421
58 H 1.298 1.999 5.112
59 H 0.307 0.746 3.175
60 H 0.731 -4.553 2.680
61 H -1.057 -5.910 3.953
62 H -2.720 -4.794 5.188
63 H -2.838 -2.191 5.320
64 H -1.105 -1.009 4.031
65 O 0.291 -3.620 -1.590
66 C -0.698 -3.395 -0.929
67 O -1.088 -2.272 -0.433
68 C -1.688 -4.586 -0.636
69 N -2.189 -4.394 0.748
70 C -3.492 -5.145 0.857
71 C -3.755 -5.660 -0.559
72 C -2.968 -4.630 -1.421
73 H -1.082 -5.485 -0.689
74 H -2.282 -3.380 0.825
75 H -1.472 -4.638 1.470
76 H -4.242 -4.427 1.192
77 H -3.394 -5.864 1.644
78 H -4.811 -5.695 -0.810
79 H -3.306 -6.630 -0.740
80 H -3.424 -3.670 -1.377
81 H -2.837 -4.914 -2.461
82 N 0.452 0.167 -7.085
83 C 0.657 1.020 -6.083
84 O 1.142 2.137 -6.160
85 C 0.291 0.501 -4.701
86 C -0.631 1.236 -3.994
87 C -0.923 0.864 -2.689
88 N -0.330 -0.164 -2.076
89 C 0.476 -0.932 -2.854
90 C 0.748 -0.679 -4.160
91 H 0.400 0.462 -8.083
92 H -0.048 -0.716 -6.882
93 H -1.079 2.136 -4.370
94 H -1.665 1.412 -2.039
95 H 0.956 -1.745 -2.310
96 H 1.405 -1.249 -4.712
97 O -3.612 -1.388 0.919
98 C -3.424 -0.277 0.527
99 O -2.195 0.095 0.048
100 C -4.332 0.885 0.449
101 C -5.638 0.761 1.011
102 C -6.551 1.791 1.005
103 C -6.302 2.916 0.282
104 C -5.076 2.983 -0.371
105 C -4.056 2.082 -0.251
106 N -4.763 4.160 -1.211
107 O -5.436 5.152 -1.101
108 O -3.838 3.980 -2.013
109 N -7.903 1.561 1.585
110 O -8.637 2.527 1.584
111 O -8.185 0.469 2.030
112 H -5.927 -0.168 1.440
113 H -7.013 3.696 0.198
114 H -3.078 2.301 -0.694


2.
Formula: C7H19N3
Source: OMol25
Level of theory: ωB97M-V with the def2-TZVPD basis set

Computed properties:
- ΔE to the lowest compared entry with this formula, charge and spin (kJ/mol) = 23.2
- highest occupied orbital energy (Eh) = -0.3152
- structure (SMILES) = CCC(N)(N)[C@](C)(N)CC
- orbital gap (Ha) = 0.34990
- E_LUMO (eV) = 0.94

Cartesian coordinates (Å):
1 C 3.291 0.207 -0.282
2 C 1.906 -0.240 -0.732
3 C 0.727 0.197 0.412
4 N 0.836 -0.569 1.619
5 N 0.938 1.578 0.723
6 C -0.604 -0.069 -0.304
7 C -0.856 -1.538 -0.642
8 N -0.733 0.844 -1.432
9 C -1.778 0.414 0.791
10 C -3.207 0.082 0.389
11 H 3.563 -0.258 0.665
12 H 4.044 -0.053 -1.026
13 H 3.305 1.288 -0.157
14 H 1.721 0.168 -1.725
15 H 1.893 -1.328 -0.817
16 H 1.628 -0.245 2.160
17 H 0.944 -1.557 1.430
18 H 0.624 2.149 -0.054
19 H 0.454 1.843 1.571
20 H -1.680 -1.627 -1.348
21 H -1.121 -2.102 0.250
22 H 0.000 -2.039 -1.088
23 H -0.218 0.492 -2.231
24 H -1.706 0.920 -1.702
25 H -1.688 1.495 0.910
26 H -1.530 -0.067 1.738
27 H -3.908 0.478 1.124
28 H -3.473 0.531 -0.569
29 H -3.375 -0.992 0.327


3.
Formula: C26H80O34P8
Source: OMol25
Level of theory: ωB97M-V with the def2-TZVPD basis set

Computed properties:
- ΔE to the lowest compared entry with this formula, charge and spin (kJ/mol) = 637.7
- highest occupied orbital energy (Eh) = -0.3642
- structure (SMILES) = COP(=O)(OC)OC.COP(=O)(OC)OC.COP(=O)(OC)OC.COP(=O)(OC)OC.COP(=O)(OC)OC.COP(=O)(OC)OC.COP(=O)(OC)OC.COP(=O)(OC)OC.CO.CO
- orbital gap (Ha) = 0.36919
- E_LUMO (eV) = 0.14

Cartesian coordinates (Å):
1 C -5.089 -2.861 4.625
2 O -3.889 -2.479 5.415
3 P -2.490 -2.259 4.686
4 O -2.441 -1.360 3.464
5 O -1.518 -1.694 5.838
6 C -0.154 -1.456 5.470
7 O -1.762 -3.754 4.422
8 C -2.440 -4.927 4.768
9 H -5.349 -2.157 3.834
10 H -5.999 -2.949 5.219
11 H -5.007 -3.867 4.214
12 H 0.546 -2.289 5.536
13 H 0.254 -0.771 6.213
14 H -0.140 -0.923 4.519
15 H -1.758 -5.636 5.238
16 H -2.831 -5.371 3.852
17 H -3.322 -4.803 5.396
18 C 0.635 -3.110 -0.856
19 O -0.204 -2.176 -0.211
20 P 0.362 -0.864 0.581
21 O 0.858 -1.109 1.904
22 O 1.557 -0.366 -0.450
23 C 1.189 0.079 -1.785
24 O -0.858 0.207 0.274
25 C -2.167 -0.084 0.635
26 H 0.305 -4.141 -0.727
27 H 1.695 -3.194 -0.617
28 H 0.543 -2.809 -1.900
29 H 0.181 0.448 -1.976
30 H 1.482 -0.698 -2.492
31 H 1.781 0.959 -2.036
32 H -2.412 -1.114 0.895
33 H -2.926 0.338 -0.025
34 H -2.335 0.465 1.562
35 C 3.673 2.246 1.034
36 O 4.569 2.821 0.127
37 P 5.002 4.390 0.199
38 O 5.212 4.953 1.618
39 O 6.248 4.549 -0.802
40 C 7.531 4.193 -0.384
41 O 3.807 4.965 -0.722
42 C 3.664 4.728 -2.135
43 H 3.290 2.990 1.732
44 H 4.126 1.530 1.720
45 H 2.792 1.976 0.451
46 H 8.131 5.102 -0.351
47 H 7.808 3.424 -1.105
48 H 7.611 3.640 0.552
49 H 4.576 4.715 -2.733
50 H 2.923 5.386 -2.587
51 H 3.146 3.771 -2.201
52 C 0.356 -3.333 -4.474
53 O 0.514 -2.683 -5.701
54 P 1.063 -1.153 -5.929
55 O 1.399 -0.834 -7.318
56 O -0.113 -0.173 -5.277
57 C -1.108 0.528 -6.098
58 O 2.333 -0.992 -4.890
59 C 3.468 -1.891 -5.072
60 H 1.184 -3.270 -3.768
61 H 0.300 -4.417 -4.579
62 H -0.531 -3.035 -3.914
63 H -1.937 0.818 -5.453
64 H -1.580 -0.003 -6.925
65 H -0.628 1.372 -6.593
66 H 4.386 -1.307 -5.016
67 H 3.439 -2.595 -5.904
68 H 3.371 -2.498 -4.171
69 C -8.052 3.980 2.733
70 O -6.638 4.195 3.008
71 P -5.646 3.237 3.841
72 O -5.974 3.160 5.319
73 O -5.618 1.705 3.232
74 C -4.719 0.779 3.929
75 O -4.208 3.778 3.381
76 C -3.770 3.786 2.053
77 H -8.686 4.796 3.081
78 H -8.429 3.062 3.185
79 H -8.217 3.985 1.655
80 H -5.192 0.366 4.821
81 H -3.891 1.363 4.331
82 H -4.293 -0.032 3.340
83 H -4.599 3.462 1.424
84 H -2.899 3.134 1.996
85 H -3.469 4.807 1.816
86 C 3.449 -8.972 -2.753
87 O 3.642 -7.649 -2.653
88 P 2.623 -6.596 -3.401
89 O 3.074 -5.160 -3.405
90 O 1.220 -6.960 -2.708
91 C 1.063 -6.586 -1.299
92 O 2.327 -7.173 -4.921
93 C 3.410 -7.764 -5.763
94 H 4.058 -9.328 -3.584
95 H 2.463 -9.411 -2.904
96 H 3.725 -9.598 -1.905
97 H 0.065 -6.152 -1.229
98 H 1.795 -5.882 -0.903
99 H 1.096 -7.557 -0.806
100 H 3.569 -8.836 -5.643
101 H 4.373 -7.309 -5.533
102 H 3.264 -7.607 -6.832
103 C 1.524 4.155 -7.022
104 O 0.341 4.385 -6.256
105 P 0.496 5.143 -4.808
106 O 1.621 6.101 -4.632
107 O 0.772 3.844 -3.899
108 C -0.130 2.807 -3.517
109 O -1.031 5.667 -4.501
110 C -1.307 6.976 -3.983
111 H 1.657 3.084 -7.180
112 H 2.454 4.573 -6.637
113 H 1.386 4.509 -8.044
114 H -1.191 2.719 -3.754
115 H -0.052 2.794 -2.430
116 H 0.418 1.906 -3.791
117 H -2.089 7.532 -4.499
118 H -0.388 7.520 -3.764
119 H -1.621 6.837 -2.948
120 C -0.664 1.957 4.042
121 O 0.246 2.993 3.895
122 P 0.013 4.400 4.676
123 O -1.155 5.111 4.174
124 O -0.103 4.030 6.248
125 C 1.045 3.668 7.007
126 O 1.444 5.187 4.599
127 C 1.796 5.854 3.373
128 H -0.592 1.389 3.115
129 H -1.660 2.325 4.287
130 H -0.230 1.349 4.836
131 H 0.888 4.221 7.933
132 H 1.979 4.018 6.567
133 H 1.069 2.585 7.132
134 H 2.162 6.849 3.629
135 H 1.076 6.075 2.586
136 H 2.598 5.340 2.842
137 C 1.003 -4.031 3.096
138 O 2.222 -3.281 3.127
139 H 0.628 -4.154 4.112
140 H 0.223 -3.725 2.400
141 H 1.181 -5.030 2.698
142 H 2.033 -2.396 2.809
143 C -4.250 -3.346 1.069
144 O -5.362 -2.591 0.874
145 H -3.443 -3.121 0.372
146 H -3.874 -3.273 2.089
147 H -4.427 -4.373 0.752
148 H -5.950 -2.793 1.606


4.
Formula: F4H40N2O20
Source: OMol25
Level of theory: ωB97M-V with the def2-TZVPD basis set

Computed properties:
- highest occupied orbital energy (Eh) = -0.3438
- orbital gap (Ha) = 0.28887
- E_LUMO (eV) = -1.50

Cartesian coordinates (Å):
1 F 1.173 0.514 -0.224
2 F 0.180 -1.596 0.454
3 F -2.417 -0.444 -0.241
4 F -1.308 1.550 -1.002
5 N -0.032 -0.175 0.064
6 N -1.165 0.151 -0.713
7 O 1.899 -3.524 -2.117
8 H 2.145 -4.275 -1.486
9 H 2.096 -3.829 -3.062
10 O -5.161 -1.408 2.165
11 H -4.167 -1.363 2.352
12 H -5.383 -0.704 1.472
13 O 3.516 -1.128 -1.414
14 H 2.882 -1.874 -1.672
15 H 3.568 -1.094 -0.404
16 O -0.889 4.125 -3.381
17 H -0.539 3.779 -4.265
18 H -1.876 4.323 -3.488
19 O 3.882 -1.306 1.308
20 H 3.363 -1.804 2.020
21 H 4.483 -0.634 1.768
22 O 1.748 -4.897 2.103
23 H 2.064 -3.997 2.442
24 H 1.381 -5.418 2.889
25 O -3.395 5.109 -0.509
26 H -2.531 4.678 -0.810
27 H -4.040 4.375 -0.248
28 O -0.641 -5.548 1.007
29 H 0.281 -5.378 1.389
30 H -0.626 -5.304 0.025
31 O 1.569 3.251 -2.842
32 H 1.688 2.304 -3.177
33 H 0.673 3.591 -3.168
34 O -0.851 4.640 -0.547
35 H -0.517 5.593 -0.479
36 H -0.545 4.261 -1.434
37 O -0.165 -0.336 -4.752
38 H -0.762 0.471 -4.879
39 H 0.757 -0.009 -4.496
40 O 0.099 -0.988 4.090
41 H 0.021 -0.133 3.554
42 H 0.011 -0.753 5.070
43 O 3.606 1.702 0.431
44 H 2.656 2.044 0.365
45 H 3.849 1.273 -0.453
46 O 0.517 3.706 1.488
47 H 0.223 4.254 2.286
48 H -0.019 4.008 0.684
49 O -2.566 -2.267 3.123
50 H -2.689 -3.272 3.141
51 H -1.574 -2.071 3.154
52 O -5.815 0.687 0.884
53 H -6.628 0.990 1.405
54 H -5.371 1.506 0.489
55 O 2.174 -2.461 3.258
56 H 1.392 -1.819 3.229
57 H 2.529 -2.482 4.206
58 O -0.306 1.430 2.781
59 H -0.095 2.307 2.322
60 H -1.261 1.469 3.111
61 O -0.563 -2.486 -2.626
62 H 0.349 -2.789 -2.308
63 H -0.436 -1.680 -3.224
64 O 2.129 0.412 -3.751
65 H 2.608 -0.214 -3.117
66 H 2.825 0.959 -4.240


| no. | calculated total energy (eV) |
| --- | --- |
| 1 | -86907.95374 |
| 2 | -12037.55940 |
| 3 | -172197.06848 |
| 4 | -55437.28801 |